Entry 1:
{"formula": "C20H20N2O5S", "method": "ωB97M-V/def2-TZVPD", "e_above_lowest_kcal_mol": 26.8, "smiles": "CC(C)n1c(C(=O)OCC(=O)NCc2ccc3c(c2)OCO3)cc2sccc21", "orbital_gap_ha": 0.308, "lumo_energy_ev": 0.345, "elements": ["C", "H", "H", "H", "C", "N", "C", "C", "C", "C", "C", "O", "O", "C", "H", "H", "C", "O", "N", "H", "C", "C", "C", "C", "C", "C", "C", "H", "O", "C", "O", "H", "H", "H", "H", "H", "H", "H", "S", "C", "C", "H", "H", "C", "H", "H", "H", "H"], "positions_angstrom": [[-2.70491, 0.21262, -2.85309], [-2.69874, 1.26669, -3.12275], [-3.21812, -0.34317, -3.63322], [-3.25128, 0.08597, -1.92442], [-1.27715, -0.30970, -2.71024], [-0.47527, 0.56208, -1.86647], [0.66735, 1.14139, -2.30652], [1.15499, 2.00725, -1.31341], [0.28123, 1.95238, -0.23522], [-0.72290, 1.05203, -0.59554], [-1.78284, 0.63958, 0.30011], [-2.51783, -0.32524, 0.16920], [-1.85014, 1.45120, 1.36962], [-2.72576, 1.07950, 2.43338], [-3.63554, 0.61916, 2.03486], [-2.95291, 1.99967, 2.97128], [-1.95863, 0.10844, 3.34752], [-1.50871, 0.43929, 4.42044], [-1.81432, -1.11647, 2.79817], [-2.18548, -1.25468, 1.86473], [-0.69123, -1.96838, 3.15641], [0.48326, -1.55719, 2.30121], [0.67961, -2.12534, 1.05245], [1.67842, -1.67689, 0.19002], [2.45901, -0.63562, 0.62482], [2.26383, -0.05532, 1.88028], [1.28309, -0.49352, 2.73293], [1.12640, -0.03148, 3.69315], [3.17516, 0.94753, 2.06170], [3.98089, 0.95471, 0.90406], [3.49489, -0.00653, -0.01087], [5.02083, 0.70747, 1.17681], [3.95422, 1.95208, 0.44051], [1.84062, -2.12616, -0.77530], [0.04667, -2.94084, 0.73613], [-0.48069, -1.80682, 4.21471], [-0.97108, -3.00918, 2.98552], [0.34457, 2.46717, 0.70136], [2.61081, 2.79051, -1.82234], [2.54153, 1.94130, -3.33270], [1.47683, 1.11011, -3.46514], [1.29827, 0.51348, -4.34115], [3.32069, 2.11772, -4.04776], [-1.24465, -1.75348, -2.21554], [-0.21827, -2.10204, -2.13494], [-1.77810, -2.38999, -2.91632], [-1.72230, -1.82343, -1.24398], [-0.79633, -0.26785, -3.69445]], "atomic_forces_ev_per_a": [[0.186, 0.022, -0.048], [-0.020, 0.084, -0.063], [-0.062, -0.056, -0.091], [-0.064, -0.006, 0.014], [-0.455, -0.422, -0.152], [0.172, 0.068, 0.050], [0.294, 0.586, 0.827], [0.167, -0.162, -0.535], [-0.421, -0.261, -0.050], [0.418, 0.529, 0.295], [-0.310, -0.369, 0.108], [0.012, 0.277, -0.069], [0.178, 0.219, -0.208], [-0.183, -0.207, 0.326], [0.119, 0.108, 0.060], [0.062, -0.185, -0.037], [-0.575, 0.168, -0.425], [0.279, 0.227, 0.344], [-0.217, -0.463, -0.085], [0.035, 0.185, 0.157], [0.107, 0.152, 0.029], [-0.028, -0.225, -0.018], [-0.045, -0.018, 0.215], [0.319, 0.268, -0.115], [-0.173, 0.122, 0.498], [-0.049, -0.390, -0.467], [0.323, 0.193, -0.078], [-0.037, 0.072, 0.175], [-0.416, -0.063, 0.313], [1.047, 0.660, -0.214], [-0.272, -0.305, -0.143], [-0.273, -0.021, -0.029], [-0.058, -0.277, 0.108], [0.023, -0.064, -0.148], [-0.102, -0.115, -0.030], [-0.028, -0.147, -0.086], [0.064, 0.049, 0.071], [-0.046, 0.056, 0.211], [-0.307, -0.161, -0.146], [-0.081, 0.046, 0.230], [0.219, -0.022, -0.399], [0.006, -0.084, -0.171], [0.129, -0.018, -0.201], [0.061, 0.140, -0.102], [0.104, -0.074, -0.018], [-0.049, -0.099, -0.101], [-0.001, -0.050, 0.022], [-0.050, 0.031, 0.174]]}

---

Entry 2:
{"formula": "C21H47OP3SSn", "method": "ωB97M-V/def2-TZVPD", "e_above_lowest_kcal_mol": 41.4, "orbital_gap_ha": 0.154, "total_charge": 4, "lumo_energy_ev": -14.423, "elements": ["Sn", "P", "P", "P", "H", "C", "C", "H", "C", "C", "C", "C", "C", "C", "C", "C", "C", "H", "H", "H", "H", "H", "H", "H", "H", "H", "H", "H", "H", "H", "H", "H", "H", "H", "H", "H", "H", "H", "H", "H", "H", "H", "H", "H", "H", "H", "C", "C", "C", "C", "C", "C", "S", "H", "H", "H", "H", "H", "H", "C", "C", "O", "C", "C", "H", "H", "H", "H", "H", "H", "H", "H", "H", "H"], "positions_angstrom": [[1.23630, -0.88472, -0.82985], [-1.53828, -0.26952, -1.07593], [0.58564, -2.54652, 1.07489], [1.38287, -1.71736, -3.24339], [1.56369, 3.40293, 1.00887], [1.81841, 3.83258, 0.02514], [0.84000, 4.10112, -0.85371], [-0.19365, 4.30241, -0.51990], [-2.90101, 0.39980, -0.04640], [-2.38461, -1.90165, -1.26792], [-1.95905, 0.55852, -2.67305], [2.11845, -2.77117, 2.02954], [-0.75331, -2.29063, 2.25666], [0.26667, -4.07095, 0.13236], [1.47689, -0.37780, -4.43985], [-0.02992, -2.80810, -3.65022], [2.98589, -2.55972, -3.11564], [2.87942, 3.89720, -0.21764], [1.05192, 4.36715, -1.91252], [-3.06596, 1.45830, -0.21996], [-2.69144, 0.22216, 1.00335], [-3.83400, -0.12347, -0.32683], [-2.39924, -2.41300, -0.29687], [-1.93873, -2.55619, -2.01820], [-3.41920, -1.67866, -1.56548], [-1.78862, 1.64170, -2.56123], [-3.02800, 0.38520, -2.88607], [-1.34458, 0.19337, -3.51078], [2.11291, -3.73352, 2.56385], [2.23171, -1.95938, 2.76264], [2.98844, -2.73327, 1.35978], [-0.67453, -3.02028, 3.07510], [-1.73565, -2.41237, 1.79417], [-0.70881, -1.28681, 2.67586], [0.31558, -4.93927, 0.80795], [1.02065, -4.19837, -0.65787], [-0.72108, -4.04538, -0.34888], [2.26042, -0.59321, -5.16541], [1.74392, 0.56457, -3.95269], [0.53795, -0.24724, -4.97501], [0.19436, -3.38939, -4.54804], [-0.93661, -2.22093, -3.85357], [-0.23238, -3.51964, -2.83903], [3.54024, -2.38620, -4.04726], [2.87709, -3.63115, -2.95262], [3.59791, -2.12726, -2.30852], [5.62447, 1.62692, -2.41352], [6.87121, 0.97475, -2.22913], [7.98383, 1.52632, -2.84527], [7.84943, 2.72491, -3.56601], [6.65579, 3.45491, -3.59688], [5.53685, 2.95639, -2.97165], [4.17613, 0.94414, -2.11743], [2.88142, -0.51855, -0.43088], [6.90494, 0.04247, -1.61844], [8.94686, 0.97849, -2.77528], [8.71089, 3.09139, -4.10528], [6.57892, 4.40469, -4.13407], [4.57206, 3.49341, -2.93338], [1.39728, 2.22329, 3.86459], [0.68510, 1.00312, 3.31483], [-0.46713, 1.16839, 2.49049], [-1.13535, 2.43537, 2.43839], [-2.47354, 2.41859, 3.14886], [2.02200, 2.69289, 3.09569], [2.06181, 1.90038, 4.67676], [0.71952, 2.97224, 4.28942], [1.37458, 0.39482, 2.72177], [0.37114, 0.36132, 4.14837], [-0.51225, 3.25940, 2.82045], [-1.30190, 2.61831, 1.37134], [-2.35691, 2.61524, 4.22103], [-3.11646, 3.19593, 2.74638], [-2.99063, 1.46109, 3.04602]], "atomic_forces_ev_per_a": [[-1.916, -0.030, 0.924], [-1.773, 0.114, -1.196], [0.576, -0.921, 0.094], [-0.438, -0.596, 0.307], [0.195, 0.877, -0.285], [-0.717, -0.988, -0.158], [0.301, 0.787, -0.221], [0.502, -0.722, -0.220], [0.287, 0.362, 0.696], [0.812, -0.505, -0.036], [0.749, 0.157, 0.003], [0.210, 0.225, -0.114], [-0.401, 0.379, -0.179], [0.007, -0.200, -0.037], [0.205, 0.483, 0.080], [0.232, -0.123, 0.022], [0.323, 0.173, -0.283], [-0.241, -0.156, -0.103], [-0.074, 0.048, 0.937], [0.271, 0.202, 0.112], [-0.101, 0.140, 0.241], [0.627, 0.119, 0.021], [-0.143, 0.074, -0.281], [-0.145, 0.051, 0.236], [0.393, -0.052, 0.050], [-0.060, -0.357, -0.085], [0.420, -0.014, 0.156], [-0.306, 0.138, 0.234], [-0.123, 0.233, -0.192], [-0.145, -0.186, -0.173], [-0.165, -0.159, 0.171], [0.240, -0.002, -0.269], [0.129, -0.056, -0.025], [0.087, 0.164, 0.049], [-0.062, 0.217, -0.200], [-0.060, -0.047, 0.299], [0.219, 0.011, 0.267], [0.013, -0.179, -0.090], [-0.091, -0.040, -0.059], [-0.078, -0.056, 0.056], [0.126, 0.061, -0.068], [0.394, -0.014, 0.055], [0.182, 0.183, -0.201], [-0.128, -0.240, 0.091], [-0.062, -0.048, -0.026], [-0.247, -0.122, -0.198], [-1.750, 0.464, 0.580], [2.073, -0.695, -0.042], [-0.255, -1.981, 1.187], [0.215, 0.013, -0.189], [-1.456, 0.749, -0.075], [0.780, 1.154, -0.844], [0.400, -0.315, -0.016], [-0.689, 0.415, -0.016], [0.091, 0.825, -0.737], [-0.664, 0.685, -0.141], [0.144, 0.174, -0.053], [0.278, -0.301, 0.234], [0.714, -0.374, -0.136], [0.263, 0.085, -0.102], [-0.367, -0.471, 0.813], [0.208, 0.196, -0.520], [-0.256, 0.248, -0.282], [0.112, -0.009, 0.580], [-0.171, 0.107, 0.203], [-0.147, 0.052, -0.229], [0.192, -0.273, -0.020], [0.316, 0.003, -0.123], [0.096, 0.127, 0.110], [-0.186, -0.417, -0.275], [0.091, 0.104, -0.026], [-0.066, -0.115, -0.179], [-0.079, 0.131, -0.011], [0.087, 0.033, -0.093]]}

---

Entry 3:
{"formula": "C34H32LuN7S4", "method": "ωB97M-V/def2-TZVPD", "orbital_gap_ha": 0.229, "total_charge": 2, "lumo_energy_ev": -6.604, "elements": ["Lu", "N", "C", "S", "N", "N", "C", "C", "C", "C", "C", "C", "C", "C", "C", "C", "C", "C", "N", "H", "H", "H", "H", "H", "H", "H", "H", "H", "H", "H", "S", "C", "N", "C", "C", "N", "C", "C", "C", "C", "C", "C", "C", "C", "S", "C", "C", "C", "C", "C", "C", "C", "H", "H", "H", "H", "H", "H", "H", "H", "H", "H", "H", "H", "H", "H", "H", "H", "H", "H", "S", "C", "C", "N", "C", "H", "H", "H"], "positions_angstrom": [[0.39073, 0.51634, 1.27829], [-0.87112, -1.40496, 5.10226], [-0.12997, -0.70846, 4.22057], [0.39024, -1.59614, 2.78435], [0.07957, 0.56253, 4.51490], [0.79862, 1.20922, 3.55729], [1.11270, 2.46473, 3.73025], [0.57806, 3.31160, 4.82276], [0.46434, 2.93568, 6.17213], [-0.19910, 3.75844, 7.05094], [-0.77932, 4.95568, 6.64174], [-0.67048, 5.34754, 5.33361], [0.01257, 4.52793, 4.42784], [1.88337, 3.05448, 2.62126], [2.67613, 4.18773, 2.75518], [3.31915, 4.70112, 1.66225], [3.21818, 4.07420, 0.43924], [2.50484, 2.90247, 0.38215], [1.81693, 2.41442, 1.41888], [-0.98192, -2.39462, 5.00764], [-1.05590, -1.01478, 6.00210], [0.87042, 1.98962, 6.47678], [-0.28774, 3.48010, 8.09380], [-1.28138, 5.57945, 7.35227], [-1.09432, 6.29182, 5.01390], [0.02761, 4.85801, 3.40070], [2.74990, 4.67185, 3.71818], [3.90298, 5.60975, 1.76889], [3.73200, 4.40943, -0.43602], [2.38114, 2.36681, -0.54816], [-1.53305, -0.46440, -0.25683], [-0.79462, -1.25428, -1.57044], [-1.48681, -1.87121, -2.49735], [-0.79629, -2.60198, -3.59186], [0.38538, -3.29855, -3.01907], [1.25654, -2.30321, -2.38614], [2.72585, -2.44340, -2.68255], [2.98411, -1.92218, -4.06449], [3.27826, -2.78640, -5.10142], [3.51714, -2.27940, -6.37170], [3.45061, -0.91848, -6.60319], [3.16023, -0.04259, -5.54990], [2.95335, -0.53898, -4.27523], [0.72312, -1.31446, -1.69987], [1.74730, -0.21510, -0.87721], [-2.98710, -1.94700, -2.53501], [-3.39075, -3.36424, -2.24007], [-3.06945, -3.93442, -1.01373], [-3.47099, -5.23196, -0.70301], [-4.25535, -5.92476, -1.59524], [-4.58930, -5.37960, -2.82365], [-4.14960, -4.09232, -3.15357], [-0.51313, -1.90066, -4.37336], [-1.51232, -3.32672, -3.98425], [0.97508, -3.80149, -3.79906], [0.10297, -4.03535, -2.27466], [2.93031, -3.49804, -2.57798], [3.24160, -1.86505, -1.90494], [3.33180, -3.85497, -4.94373], [3.78989, -2.95983, -7.18209], [3.64924, -0.52376, -7.58548], [3.17238, 1.01480, -5.70179], [2.79964, 0.14106, -3.45926], [-3.33057, -1.59371, -3.52044], [-3.32834, -1.27639, -1.76236], [-2.50061, -3.35148, -0.31056], [-3.19574, -5.70764, 0.23275], [-4.55763, -6.93132, -1.34368], [-5.25160, -5.88886, -3.51939], [-4.40615, -3.66162, -4.10788], [-3.08570, 3.49987, 2.58190], [-2.62345, 3.85739, 0.96437], [-1.63514, 3.00030, 0.59638], [-1.29068, 2.09395, 1.55865], [-1.97458, 2.26549, 2.66416], [-3.05633, 4.65849, 0.39696], [-1.18051, 2.97565, -0.39362], [-1.76725, 1.73677, 3.59493]], "atomic_forces_ev_per_a": [[0.514, 0.145, 1.110], [0.321, 0.028, -0.342], [-0.241, -0.176, 0.050], [-0.133, 0.260, 0.172], [0.023, -0.100, -0.185], [0.335, 0.560, -0.281], [-0.704, -1.013, 0.426], [-0.146, 0.449, -0.044], [0.130, -0.100, -0.787], [-0.185, 0.109, 0.579], [0.331, -0.352, 0.197], [0.312, -0.133, -0.649], [-0.393, 0.393, 0.326], [0.337, -0.113, -0.922], [-0.700, -0.346, 0.798], [0.565, 0.750, -0.337], [0.278, -0.380, 0.101], [-0.656, 0.030, -0.049], [0.028, 0.006, 0.435], [0.044, -0.204, -0.193], [-0.080, 0.344, 0.360], [0.109, -0.111, 0.224], [0.066, -0.102, -0.047], [-0.219, 0.188, 0.295], [0.009, -0.091, -0.105], [0.223, -0.088, -0.249], [-0.013, -0.005, 0.031], [-0.016, -0.105, -0.042], [0.168, 0.316, -0.289], [0.173, -0.031, -0.098], [0.013, -0.279, -0.725], [-0.306, -0.083, 0.168], [-0.019, 0.057, -0.609], [-0.684, 0.074, 0.234], [0.671, -0.214, -0.393], [-0.324, 0.593, 0.155], [-0.640, 0.597, 0.679], [0.166, 0.239, 0.373], [-0.100, 0.027, -0.245], [0.189, -0.263, -0.434], [-0.117, 0.280, 0.385], [0.283, -0.667, -0.033], [0.042, -0.406, -0.617], [0.884, -0.601, 0.275], [-0.283, 0.068, -0.343], [0.786, -0.047, 0.059], [-0.583, -0.252, -0.210], [0.068, -0.319, 0.029], [0.312, 0.599, 0.214], [-0.070, -0.636, -0.446], [-0.244, 0.715, -0.296], [0.063, -0.433, 0.393], [0.011, 0.097, -0.120], [0.098, 0.096, -0.005], [-0.294, 0.217, 0.183], [-0.119, -0.189, 0.173], [0.222, -0.288, 0.007], [0.008, -0.381, -0.341], [0.037, -0.075, 0.127], [-0.159, 0.237, 0.256], [0.016, 0.037, -0.153], [-0.072, 0.476, -0.192], [-0.099, 0.143, 0.275], [0.232, -0.180, 0.318], [-0.269, 0.222, 0.040], [0.171, 0.074, 0.327], [0.000, 0.236, -0.037], [-0.178, -0.019, -0.039], [0.269, -0.120, 0.152], [-0.116, 0.085, -0.169], [-0.586, 0.761, -0.196], [0.308, -0.350, 0.434], [-0.533, 0.321, -0.540], [0.535, -0.395, -0.045], [0.238, -0.127, 0.435], [-0.140, 0.075, -0.055], [-0.016, -0.050, 0.344], [-0.152, -0.083, -0.280]]}

---

Entry 4:
{"formula": "C4H8O2", "method": "ωB97M-V/def2-TZVPD", "e_above_lowest_kcal_mol": 86.1, "smiles": "C=CO.CC=O", "orbital_gap_ha": 0.379, "lumo_energy_ev": 0.677, "elements": ["O", "C", "C", "H", "H", "H", "H", "C", "C", "O", "H", "H", "H", "H"], "positions_angstrom": [[-2.34600, 0.14651, -1.01388], [-1.38563, 0.46652, -1.68918], [-0.08275, -0.18892, -2.03690], [-1.63967, 1.58189, -2.22553], [0.41443, -0.50526, -1.08398], [-0.11717, -1.17905, -2.63461], [0.49038, 0.57095, -2.47823], [1.35457, -0.79084, 1.70486], [0.54766, 0.17853, 2.20858], [-0.78840, 0.53658, 1.82312], [2.32534, -0.93241, 2.31807], [1.01953, -1.47320, 0.89170], [0.78472, 0.63220, 3.32450], [-0.57701, 0.95651, 0.89149]], "atomic_forces_ev_per_a": [[1.971, -0.833, -0.341], [-3.441, 2.945, -1.158], [-0.340, -2.516, 1.386], [1.459, -2.383, 0.864], [-0.332, 0.347, -0.613], [-0.358, 1.871, 0.662], [1.051, 0.599, -0.932], [-0.187, 0.900, 1.408], [-0.338, -0.342, 3.144], [3.314, 0.820, -2.896], [-1.726, -0.022, -1.511], [0.626, 0.720, 0.615], [-0.348, -0.886, -3.189], [-1.351, -1.221, 2.561]]}

---

The E_HOMO results, record by record, are as follows: -8.0; -18.6; -12.8; -9.6 eV.